# 1
33
Properties=species:S:1:pos:R:3:mulliken_charge:R:1 method="wB97M-V/def2-TZVPD" s2=2.011 total_charge=+1 multiplicity=3 e_homo_ev="-10.09 / -14.01" max_force_ev_per_a=4.2 e_tot_ev=-13677.8074 lumo_ev="-3.36 / -5.33"
C 0.523 -0.260 -0.670 -0.085
C 0.378 0.453 0.616 1.905
C -1.157 0.080 0.915 0.708
C 1.381 -0.156 1.606 -1.667
C 0.503 1.980 0.442 -1.893
C -2.097 1.213 1.358 -1.300
C -1.223 -1.095 1.932 -1.653
C -2.185 0.048 -1.372 -1.022
C 2.709 -0.439 -1.570 -1.065
C 0.865 -1.764 -2.503 -1.008
N -1.379 -0.551 -0.444 -0.070
N 1.292 -0.730 -1.585 0.066
H 2.409 -0.143 1.310 0.406
H 1.296 -1.231 1.763 0.407
H 1.401 0.293 2.617 0.404
H -0.304 2.245 -0.222 0.433
H 1.446 2.239 0.068 0.451
H 0.334 2.502 1.338 0.444
H -3.060 0.724 0.967 0.357
H -1.882 2.113 0.774 0.358
H -2.031 1.337 2.454 0.379
H -2.226 -1.554 1.869 0.396
H -1.060 -0.726 2.879 0.480
H -0.387 -1.821 1.572 0.277
H -2.082 1.097 -1.442 0.385
H -3.233 -0.087 -1.071 0.434
H -2.133 -0.430 -2.348 0.311
H 3.191 -1.117 -0.792 0.333
H 3.025 -0.640 -2.553 0.442
H 2.859 0.566 -1.306 0.338
H -0.100 -2.112 -2.240 0.372
H 0.988 -1.668 -3.634 0.295
H 1.625 -2.642 -2.357 0.381

# 2
88
Properties=species:S:1:pos:R:3:mulliken_charge:R:1 method="wB97M-V/def2-TZVPD" total_charge=+1 e_homo_ev="-9.35 / -9.35" max_force_ev_per_a=4.5 e_tot_ev=-350929.9295 lumo_ev="-4.23 / -4.22"
Ir -0.824 0.359 -1.158 1.146
C -2.541 4.740 2.295 -1.878
C -1.728 4.204 3.467 1.207
C -0.933 5.344 4.112 -1.474
C -2.686 3.616 4.510 -1.712
N -0.787 3.080 3.097 0.587
C 0.232 2.748 3.977 -1.065
C 0.794 1.611 3.553 -0.584
N 0.119 1.196 2.410 1.146
B 0.445 0.058 1.454 -0.824
N -0.461 -1.178 1.767 0.905
C -0.460 -1.681 3.057 -1.053
C -1.240 -2.770 3.084 -0.578
N -1.739 -2.957 1.804 0.489
C -1.246 -1.970 1.016 0.180
S -1.552 -1.773 -0.692 -0.439
C -2.661 -4.120 1.557 1.195
C -1.891 -5.396 1.899 -1.529
C -3.161 -4.228 0.123 -2.228
C -3.872 -3.948 2.478 -1.544
N 1.918 -0.338 1.263 0.644
C 2.938 -0.371 2.198 -0.895
C 4.109 -0.334 1.541 -0.617
N 3.828 -0.287 0.184 0.591
C 2.487 -0.334 0.034 0.018
S 1.655 -0.648 -1.451 -0.112
C 4.862 -0.095 -0.896 1.060
C 6.237 -0.011 -0.241 -2.181
C 4.845 -1.297 -1.839 -1.497
C 4.557 1.215 -1.618 -1.094
C -0.818 2.147 2.113 0.087
S -1.830 2.134 0.736 -0.392
H -3.227 5.486 2.697 0.573
H -3.131 3.966 1.818 0.512
H -1.921 5.227 1.538 0.192
H -1.516 6.258 4.013 0.436
H 0.014 5.536 3.612 0.148
H -0.753 5.166 5.171 0.422
H -3.332 4.405 4.895 0.501
H -2.140 3.179 5.347 0.375
H -3.317 2.846 4.062 0.327
H 0.504 3.383 4.798 0.546
H 1.596 1.058 3.999 0.537
H 0.198 0.547 0.371 -1.098
H 0.085 -1.199 3.851 0.603
H -1.494 -3.418 3.901 0.583
H -0.997 -5.486 1.280 0.366
H -2.528 -6.258 1.709 0.451
H -1.588 -5.427 2.946 0.389
H -2.350 -4.377 -0.588 0.436
H -3.761 -3.372 -0.173 0.436
H -3.799 -5.110 0.074 0.575
H -3.596 -3.980 3.531 0.390
H -4.577 -4.757 2.292 0.446
H -4.375 -3.000 2.282 0.381
H 2.757 -0.474 3.251 0.649
H 5.108 -0.346 1.931 0.553
H 6.494 -0.933 0.282 0.462
H 6.309 0.835 0.443 0.485
H 6.973 0.140 -1.029 0.469
H 4.924 -2.228 -1.277 0.383
H 5.694 -1.230 -2.520 0.484
H 3.942 -1.329 -2.443 0.264
H 4.757 2.072 -0.973 0.315
H 3.518 1.267 -1.940 0.133
H 5.188 1.294 -2.504 0.442
Se 3.182 4.891 -0.693 -0.365
Sb 0.772 4.351 -0.891 0.925
Se 1.628 5.186 1.323 -0.086
Se -0.776 6.128 -1.348 -0.514
Se 0.014 2.326 -2.144 -0.135
C -2.695 -0.748 -4.254 -0.905
Te -0.794 0.168 -3.706 0.171
C -0.324 -1.908 -4.088 -0.927
C -0.837 -1.756 -5.498 0.872
C -0.051 -1.879 -6.630 -0.908
C -0.546 -1.463 -7.863 -0.562
C -1.802 -0.896 -7.955 -0.557
C -2.581 -0.713 -6.815 -0.873
C -2.120 -1.148 -5.585 0.849
H -3.583 -0.128 -4.275 0.542
H -2.775 -1.567 -3.543 0.216
H -0.991 -2.476 -3.445 0.313
H 0.707 -2.231 -3.993 0.589
H 0.952 -2.277 -6.542 0.408
H 0.075 -1.549 -8.745 0.402
H -2.171 -0.553 -8.912 0.397
H -3.539 -0.213 -6.881 0.422

# 3
15
Properties=species:S:1:pos:R:3:mulliken_charge:R:1 method="wB97M-V/def2-TZVPD" total_charge=+1 e_homo_ev=-14.24 max_force_ev_per_a=5.3 smiles=C[C@H]1[NH2+][C@@]12CN2 e_tot_ev=-7263.7220 lumo_ev=-3.40
C 1.819 -0.354 0.410 -0.374
C -0.823 0.437 0.146 -0.101
C 0.332 -0.348 0.502 0.491
C -0.861 1.260 -1.227 -1.145
N 1.160 -0.401 1.666 -0.441
N -0.819 -1.079 0.086 -0.219
H 2.050 -1.234 -0.135 0.276
H 2.298 0.602 0.064 0.253
H -1.521 0.861 0.851 0.410
H -0.545 0.606 -2.084 0.313
H -0.226 2.066 -1.193 0.352
H -1.967 1.739 -1.475 0.301
H 1.142 -0.954 2.522 0.262
H -1.154 -1.659 0.784 0.277
H -0.884 -1.541 -0.916 0.344